No. 1
Formula: CHCl3FOP
Source: the OMol25 dataset
Level of theory: ωB97M-V with the def2-TZVPD basis set

Its HOMO-LUMO gap is 9.24 eV. The total energy is -1935.74146 Eh. Its net charge is 0. For the HOMO energy, the calculation gives -9.773 eV.

Atoms and positions in Å:
Cl: 2.7228 -0.5628 -0.7988
Cl: -1.7606 1.1694 -0.3517
Cl: 0.9091 0.0993 1.9371
P: 0.9333 0.2927 -0.9992
F: 0.4093 -0.6013 -2.2533
O: -1.0236 -1.5003 1.0137
C: -0.1653 -0.7832 0.6062
H: -2.0251 1.8861 0.8460

=====

No. 2
Formula: C3H9NS2
Source: the OMol25 dataset
Level of theory: ωB97M-V with the def2-TZVPD basis set

Its HOMO-LUMO gap is 9.32 eV. The total energy is -970.80785 Eh. Its net charge is 0. For the HOMO energy, the calculation gives -8.525 eV.

Atoms and positions in Å:
S: -0.4742 -1.5790 1.4055
S: -0.3911 0.4067 1.6868
N: 2.0114 0.6149 -1.4318
C: 0.0570 1.1319 0.0566
C: -2.1049 -1.9171 0.7637
C: 1.5967 1.1808 -0.1438
H: 1.6471 1.1626 -2.2033
H: -2.5181 -0.9902 0.3624
H: -2.1526 -2.6759 -0.0150
H: 1.9682 -0.3847 -1.5135
H: -0.3749 2.0988 -0.2213
H: 1.9668 2.2066 -0.1819
H: -0.3671 0.3924 -0.6171
H: 2.0411 0.5495 0.6154
H: -2.9055 -2.1972 1.4373

=====

No. 3
Formula: C4H8NO3
Source: the OMol25 dataset
Level of theory: ωB97M-V with the def2-TZVPD basis set

Its HOMO-LUMO gap (spin up / spin down) is 10.18 / 5.42 eV. The total energy is -437.58167 Eh. Its net charge is 0. For the HOMO energy (spin up / spin down), the calculation gives -9.746 / -9.722 eV. The spin multiplicity is 2.

Atoms and positions in Å:
O: -2.2058 -0.9686 -2.1598
O: 2.9505 1.6847 1.1226
O: 1.9495 0.0610 0.0065
N: -0.0082 -0.3055 -1.5487
C: -1.5166 -1.6549 -0.0847
C: 0.5826 1.5697 1.3132
C: 1.9619 0.9778 0.8731
C: -1.2706 -0.8601 -1.4024
H: -0.5348 -1.6518 0.4941
H: -1.7048 -2.6385 -0.4208
H: 0.6409 -0.2993 -0.8149
H: 0.8312 2.7298 1.2731
H: -2.1641 -1.0699 0.7050
H: 0.5741 1.1301 2.3433
H: -0.3735 1.3013 0.7792
H: 0.2879 -0.0059 -2.4787

=====

No. 4
Formula: C4H7N3
Source: the OMol25 dataset
Level of theory: ωB97M-V with the def2-TZVPD basis set

Its HOMO-LUMO gap is 8.67 eV. The total energy is -320.75627 Eh. Its net charge is 0. For the HOMO energy, the calculation gives -9.514 eV.

Atoms and positions in Å:
N: -0.2762 -0.2271 -0.2167
N: -2.5998 0.0809 -2.7490
N: -1.7439 1.5192 0.3003
C: 1.6319 -0.9050 1.1822
C: -1.3716 0.6009 -0.4865
C: -2.0363 0.2870 -1.7591
C: 0.4712 -0.0340 0.8036
H: 0.8327 -0.4643 -1.2273
H: -2.5580 2.0159 -0.0474
H: 0.1932 0.7413 1.5069
H: 1.3230 -1.3948 2.1182
H: 1.7053 -0.2493 -1.2843
H: 1.9014 -1.6523 0.4350
H: 2.5272 -0.3183 1.4240

=====

No. 5
Formula: C10H22N2O3
Source: the OMol25 dataset
Level of theory: ωB97M-V with the def2-TZVPD basis set

Its HOMO-LUMO gap is 10.07 eV. The total energy is -729.43962 Eh. Its net charge is 0. For the HOMO energy, the calculation gives -9.388 eV.

Atoms and positions in Å:
O: 3.1379 -1.9919 -0.9570
O: -1.5300 0.7782 0.4220
O: 1.4368 2.9480 0.2117
N: 5.0228 -1.7795 1.0206
N: 4.3148 -0.7017 0.4486
C: -5.4690 -1.0634 0.1359
C: 0.6437 1.8302 -0.1179
C: -3.2519 -0.2761 -0.8500
C: 2.5739 0.3569 -0.8325
C: 1.3834 0.5091 0.1189
C: -0.6772 1.8586 0.6807
C: -5.0052 -2.4270 0.6342
C: 3.3517 -0.8940 -0.4840
C: -4.3655 -0.0061 0.1592
C: -2.1914 0.8199 -0.8280
H: 1.6255 2.9233 1.1576
H: -3.6678 -0.3381 -1.8575
H: 0.4327 1.9490 -1.1853
H: 2.2106 0.2593 -1.8558
H: 0.6840 -0.3150 -0.0229
H: -0.4471 1.7946 1.7504
H: -1.1850 2.8162 0.4872
H: 5.8860 -1.9349 0.4959
H: 3.2111 1.2403 -0.7647
H: -6.2906 -0.7190 0.7685
H: 4.4386 0.1807 0.9211
H: -4.5712 -2.3397 1.6277
H: 1.7291 0.4808 1.1570
H: -5.8550 -1.1603 -0.8817
H: -3.9264 0.0434 1.1566
H: -1.4758 0.6592 -1.6471
H: -5.8458 -3.1157 0.6858
H: -4.8084 0.9689 -0.0605
H: -2.7612 -1.2207 -0.6177
H: -4.2594 -2.8540 -0.0306
H: 4.4457 -2.6115 0.8862
H: -2.6568 1.8076 -0.9680

=====

No. 6
Formula: C15H15N5O
Source: the OMol25 dataset
Level of theory: ωB97M-V with the def2-TZVPD basis set

Its HOMO-LUMO gap is 7.20 eV. The total energy is -929.13645 Eh. Its net charge is 0. For the HOMO energy, the calculation gives -7.566 eV.

Atoms and positions in Å:
O: 0.6825 3.3914 -0.5477
N: 0.8147 -0.7300 1.2539
N: 2.6835 -1.7095 1.3027
N: 1.6463 1.2586 -0.1761
N: 1.3844 -1.8416 1.8646
N: 3.0385 -0.6601 0.6822
C: -2.9949 1.5716 0.9341
C: -4.6061 -0.3502 0.4393
C: 0.6168 1.9896 -0.2631
C: -3.1900 0.3972 0.1536
C: -3.9600 -2.1823 -0.8886
C: -0.8426 1.4844 -0.1847
C: -4.8234 -1.6513 -0.1912
C: 1.8275 -0.1326 0.4244
C: -1.7701 2.0630 0.5723
C: 4.6865 -1.0178 -1.1638
C: 3.7050 -0.4218 -2.1738
C: -2.6559 -1.6232 -1.3001
C: -1.0146 0.0141 -0.8078
C: -2.2926 -0.2915 -0.5243
C: 4.4579 -0.2624 0.1775
H: 4.3717 -2.0387 -1.0456
H: 5.0376 -0.7989 1.0050
H: 3.8787 0.8471 -2.3395
H: -5.3758 0.2650 1.1263
H: -4.0531 -3.0699 -1.4906
H: -3.7239 2.1510 1.4546
H: -1.8842 -2.2985 -1.7630
H: 5.5524 -0.9006 -1.5472
H: -0.2657 -0.1494 -1.3364
H: -1.5864 3.1110 1.2667
H: 2.4930 1.6663 -0.1867
H: 2.5770 -0.6996 -2.0605
H: 3.8365 -0.9749 -3.2021
H: -5.8395 -1.7626 -0.3723
H: 4.4506 0.8415 0.0919

=====

No. 7
Formula: C4H10O4
Source: the OMol25 dataset
Level of theory: ωB97M-V with the def2-TZVPD basis set

Its HOMO-LUMO gap (spin up / spin down) is 12.46 / 4.52 eV. The total energy is -458.94644 Eh. Its net charge is +1. For the HOMO energy (spin up / spin down), the calculation gives -16.076 / -15.192 eV. The spin multiplicity is 2.

Atoms and positions in Å:
O: 2.8904 1.0700 -0.3881
O: -1.6660 1.4733 -2.1651
O: -1.0886 0.6311 0.7598
O: 0.9326 1.1276 -1.2511
C: 1.1539 -0.2892 0.6251
C: 1.8022 0.6265 -0.3553
C: -0.9852 -1.6750 1.0495
C: -0.3198 -0.5080 0.4525
H: -1.4721 1.4107 -1.2564
H: -0.6214 1.1884 1.3391
H: -1.9067 -1.3022 1.4934
H: -0.5529 -2.1345 1.9650
H: -0.8672 -2.4856 0.3141
H: 1.2244 0.3639 1.5868
H: 1.3589 1.6797 -1.9062
H: 1.7159 -1.2714 0.8197
H: -0.5542 -0.7540 -0.6438
H: -1.0442 0.8485 -2.4394

=====

Number 6 is which compound? C15H15N5O